A molecular structure, C30H27MoN2O3P2S2, computed with ωB97M-V/def2-TZVPD.

Each line ends with the Löwdin charge.
Geometry (Å):
Mo -1.442410 -1.302236 -0.948567  1.1756
S -2.531560 -0.319987 1.290945  0.3767
P -0.649938 0.383927 1.441967  0.4862
C 0.020881 -0.175481 -0.080286  -0.6666
P 0.507455 0.833732 -1.430587  0.5020
S -1.321231 0.924683 -2.291553  0.4026
C 1.241881 2.438578 -1.112662  -0.3542
C 0.516755 3.610230 -1.290642  -0.0938
C 1.130721 4.833652 -1.063638  -0.0641
C 2.451124 4.881662 -0.643027  -0.0613
C 3.172794 3.709164 -0.453237  -0.0626
C 2.574232 2.485280 -0.697932  -0.0773
C 1.713865 -0.066358 -2.401586  -0.3715
C 2.127408 0.499897 -3.606730  -0.0734
C 3.020030 -0.181327 -4.413788  -0.0533
C 3.507331 -1.421326 -4.016903  -0.0550
C 3.104437 -1.980675 -2.814370  -0.0615
C 2.200806 -1.307402 -2.003833  -0.0948
C -0.642956 2.165068 1.676749  -0.3454
C 0.453295 2.787490 2.272546  -0.0709
C 0.448697 4.161200 2.448541  -0.0632
C -0.645664 4.910695 2.036213  -0.0635
C -1.732245 4.293048 1.434119  -0.0629
C -1.733867 2.919090 1.248540  -0.1003
C 0.274258 -0.348415 2.793678  -0.3739
C -0.339615 -0.548544 4.027368  -0.0835
C 0.392359 -1.081973 5.076679  -0.0579
C 1.729812 -1.408872 4.895453  -0.0570
C 2.342144 -1.210833 3.665158  -0.0594
C 1.614590 -0.684103 2.608425  -0.0838
H -0.514576 3.563901 -1.617930  0.0849
H 0.575015 5.749357 -1.215760  0.1150
H 2.925932 5.838380 -0.467706  0.1128
H 4.206981 3.751369 -0.138467  0.1116
H 3.147201 1.570643 -0.593785  0.1131
H 1.743734 1.465076 -3.917378  0.1183
H 3.333391 0.250135 -5.354665  0.1134
H 4.202538 -1.953557 -4.652395  0.1124
H 3.485610 -2.945740 -2.508480  0.1108
H 1.872114 -1.749989 -1.072015  0.0869
H 1.296152 2.202491 2.621971  0.1106
H 1.294400 4.644596 2.919298  0.1142
H -0.650931 5.982479 2.187341  0.1138
H -2.585502 4.878757 1.118893  0.1140
H -2.584144 2.429663 0.792211  0.0789
H -1.384720 -0.295736 4.162250  0.1060
H -0.081237 -1.244034 6.035451  0.1135
H 2.297234 -1.826259 5.716615  0.1133
H 3.382096 -1.474523 3.527017  0.1123
H 2.081344 -0.546581 1.639693  0.0994
C -3.774091 -4.780288 0.762769  0.0139
C -3.096592 -3.784508 -0.105729  -0.2375
N -2.053681 -3.106916 0.230400  -0.1450
O -1.578928 -3.382211 1.491958  -0.0368
C -3.480582 -3.552311 -1.521542  -0.2386
C -4.084103 -4.597496 -2.388819  0.0216
N -3.027765 -2.432650 -1.935653  -0.1483
O -2.770087 -2.252511 -3.270038  -0.1088
H -3.688537 -4.491636 1.806798  0.0926
H -3.299075 -5.758173 0.651254  0.1114
H -4.820385 -4.877118 0.478868  0.0987
H -1.365707 -2.503341 1.857693  0.0365
H -3.920399 -5.594567 -1.985032  0.0922
H -3.658950 -4.520239 -3.388437  0.0952
H -5.160290 -4.433192 -2.474585  0.1089
O -0.547428 -2.065650 -3.992160  0.0854
C -1.221420 -1.957489 -3.046939  -0.4285

Atoms 1-3, force components in eV/Å:
0.1 0.6 0.5
0.0 -0.1 -0.1
-0.1 -0.1 -0.2

As for the orbital gap (spin up / spin down): 0.253 / 0.276 Ha. The value obtained for the HOMO energy (spin up / spin down) is -11.120 / -11.370 eV. The expectation value of S² is 2.376. As for the multiplicity: 3. The net charge is +1.


A gas-phase ion, C3H7N2OS (charge +1) in a non-equilibrium geometry, computed with ωB97M-V/def2-TZVPD.

Each line ends with the Löwdin charge.
Geometry (Å):
C -1.817391 -1.066736 -0.951198  0.0924
C 1.428455 0.794773 1.401421  -0.3123
C -0.813659 -0.418866 -1.642373  -0.5389
N 0.601559 0.166836 0.631878  -0.2754
N 1.081135 1.587254 2.407227  0.1531
O -0.901390 0.217015 -2.857311  0.0218
S 0.815158 -0.362782 -0.897601  1.1792
H -1.503474 -1.771384 -0.217845  0.0583
H -2.787050 -1.331713 -1.278019  0.0744
H 2.538725 0.812308 1.321466  0.1521
H 1.832370 1.701949 3.085385  0.1281
H 0.187229 1.427775 2.851614  0.1300
H -1.580032 -0.155958 -3.401298  0.1142
H 0.918365 -1.600470 -0.453348  0.0231

Atoms 1-3, force components in eV/Å:
3.2 0.2 -1.6
1.6 0.3 -1.3
-3.3 -1.0 0.4

As for the orbital gap: 0.352 Ha. The value obtained for the HOMO energy is -14.000 eV. The net charge is +1.


A molecular structure, C48H41As2F12N3O4PbS, computed with ωB97M-V/def2-TZVPD.

Each line ends with the Löwdin charge.
Geometry (Å):
Pb 0.616409 0.130578 0.246504  1.3060
C -2.018863 -5.347803 3.209774  -0.0364
C -1.562343 -4.502116 2.051314  -0.2423
C -2.455138 -4.024578 1.105942  -0.0456
C -2.011238 -3.204918 0.092336  -0.0784
C -0.663163 -2.838775 -0.036145  -0.2649
N -0.272336 -1.911218 -1.009660  0.0814
C -0.844081 -1.988664 -2.255997  -0.1905
C -1.297746 -3.249367 -2.731433  0.0010
C -1.941934 -3.399953 -3.935409  -0.0275
C -2.172070 -2.290681 -4.737922  -0.2418
C -2.907452 -2.403853 -6.045558  -0.0403
C -1.635535 -1.066313 -4.333142  0.0255
C -0.926694 -0.876885 -3.157665  -0.0157
C -0.223453 0.477363 -2.877961  -0.3331
O -0.338968 0.952498 -1.597355  -0.3210
C -0.810436 1.654576 -3.734104  -0.5588
F -0.608100 1.555620 -5.056952  0.1490
F -2.142383 1.729846 -3.532478  0.1410
F -0.292095 2.815950 -3.358905  0.1729
C 1.267880 0.284665 -3.286619  -0.5680
F 1.965333 1.410361 -3.207714  0.1839
F 1.387818 -0.187467 -4.531325  0.1706
F 1.829349 -0.615312 -2.462906  0.1398
C 0.263459 -3.320795 0.922609  -0.0310
C -0.221334 -4.143948 1.931086  0.0367
C 1.756879 -2.920290 0.838010  -0.3254
O 1.969402 -1.568582 0.789654  -0.2782
C 2.432582 -3.646005 -0.377215  -0.5487
F 3.703941 -3.275761 -0.515910  0.1763
F 1.822181 -3.376697 -1.536661  0.1624
F 2.401339 -4.979080 -0.229718  0.1573
C 2.541307 -3.364219 2.127026  -0.5554
F 1.975818 -2.801290 3.209526  0.1373
F 3.803218 -2.941663 2.076748  0.1682
F 2.591898 -4.686697 2.352786  0.1472
H -2.970814 -5.834356 2.995694  0.0763
H -2.150507 -4.729851 4.101999  0.0856
H -1.283611 -6.116480 3.450791  0.0826
H -3.509314 -4.269934 1.181037  0.1153
H -2.718745 -2.771366 -0.601867  0.1087
H -1.083265 -4.122431 -2.132161  0.1228
H -2.260035 -4.385797 -4.258242  0.1188
H -3.596099 -3.248682 -6.041231  0.0773
H -2.207110 -2.552212 -6.872432  0.0904
H -3.472455 -1.495812 -6.257389  0.0813
H -1.764238 -0.242180 -5.015018  0.1146
H 0.452010 -4.533739 2.676476  0.1146
C 0.141852 2.370403 3.612819  -0.3999
C -0.993027 2.975259 2.770422  -0.4030
As -0.979866 2.682599 0.816109  1.2783
C -0.365277 4.411653 0.135279  -0.3415
C -1.048868 5.028229 -0.911669  -0.1042
C -0.581155 6.219944 -1.451785  -0.0826
C 0.570930 6.810403 -0.952238  -0.0910
C 1.255086 6.202594 0.091213  -0.0823
C 0.796906 5.006170 0.628003  -0.1068
C -2.872278 2.934408 0.450993  -0.4139
C -3.640405 3.871508 1.137277  -0.1183
C -4.977868 4.060752 0.804004  -0.0926
C -5.552114 3.315905 -0.221877  -0.0983
C -4.782188 2.390732 -0.918910  -0.0812
C -3.445455 2.202356 -0.585423  -0.1289
As 0.667619 0.489904 3.299673  1.2719
C 2.499656 0.571277 3.954446  -0.3781
C 2.771311 1.210556 5.161821  -0.1103
C 4.077089 1.303825 5.623288  -0.0831
C 5.117168 0.752157 4.883255  -0.0860
C 4.847741 0.108977 3.684618  -0.0668
C 3.541442 0.019835 3.215194  -0.1040
C -0.172944 -0.391733 4.818866  -0.3746
C 0.539666 -1.324329 5.570287  -0.1085
C -0.078172 -2.005558 6.612041  -0.0810
C -1.409840 -1.759233 6.915841  -0.0944
C -2.122251 -0.822245 6.178165  -0.0869
C -1.508175 -0.146944 5.131902  -0.1351
H -0.128569 2.438849 4.665946  0.0681
H 1.067154 2.918030 3.457399  0.0527
H -1.018643 4.053186 2.936325  0.0711
H -1.952030 2.565303 3.084760  0.0306
H -1.944607 4.582408 -1.323626  0.0976
H -1.121746 6.684340 -2.267993  0.1032
H 0.936036 7.737991 -1.376754  0.1010
H 2.156837 6.655137 0.486398  0.1028
H 1.343884 4.536693 1.433377  0.0857
H -3.196932 4.483700 1.914380  0.1044
H -5.564479 4.804518 1.331412  0.1023
H -6.591423 3.470511 -0.488122  0.0999
H -5.217831 1.824343 -1.734322  0.1061
H -2.836259 1.489695 -1.132281  0.0856
H 1.965974 1.625635 5.755350  0.1031
H 4.282385 1.804701 6.561648  0.1010
H 6.135807 0.822503 5.245437  0.1011
H 5.653067 -0.331297 3.107785  0.1089
H 3.335718 -0.484689 2.278957  0.0776
H 1.580234 -1.519059 5.349997  0.0935
H 0.487692 -2.726790 7.189416  0.1037
H -1.891719 -2.296665 7.723613  0.0998
H -3.159199 -0.617179 6.415550  0.1009
H -2.076601 0.569336 4.552480  0.0657
N -5.009482 -0.858880 0.917891  0.1077
C -4.179398 -0.090887 1.649050  -0.9108
N -4.768590 0.901061 2.346600  0.1159
S -2.530342 -0.381079 1.693157  0.6779
H -6.004688 -0.723401 0.908777  0.1073
H -4.611696 -1.621251 0.400926  0.0799
H -5.682580 1.226393 2.073006  0.1035
H -4.150441 1.606270 2.708445  0.0735
O 2.007717 2.251147 1.292795  -0.1772
C 2.825027 1.930207 0.407706  -0.4949
O 2.645909 0.986850 -0.418588  -0.1338
H 3.750655 2.506846 0.303289  0.1452

Atoms 1-3, force components in eV/Å:
0.2 -0.1 -0.2
0.0 0.0 0.0
0.0 -0.1 0.1

As for the orbital gap (spin up / spin down): 0.202 / 0.207 Ha. The value obtained for the HOMO energy (spin up / spin down) is -7.331 / -7.888 eV.


10 unconnected molecules or ions with the total composition H20O10 in a non-equilibrium geometry, computed with ωB97M-V/def2-TZVPD.

Each line ends with the Löwdin charge.
Geometry (Å):
O 0.925400 3.369651 2.361177  0.1427
H 1.156603 2.850098 1.591207  0.0413
H 0.198021 3.919556 2.070043  0.0628
O -1.363859 0.142682 -2.174478  0.1547
H -1.146474 0.833298 -1.548356  0.0632
H -0.738411 -0.557141 -1.986603  -0.0114
O -2.250946 -2.806700 -1.766947  -0.0124
H -2.229549 -2.368466 -2.617666  0.0459
H -1.895065 -2.161726 -1.155727  -0.0407
O 0.547162 -1.689802 -1.957313  -0.0059
H 1.063889 -1.804325 -2.754874  0.0896
H 1.050016 -2.140359 -1.278806  0.0678
O 2.838325 -0.067428 -0.077312  -0.0233
H 3.257455 -0.772891 -0.570152  0.0793
H 3.117894 -0.207712 0.827346  0.0875
O -1.909346 3.070362 1.727171  0.0187
H -2.336441 2.874222 0.893289  0.0552
H -1.244484 2.388394 1.822545  0.0144
O 3.064179 2.752481 -0.502105  -0.0127
H 3.951827 2.883010 -0.168526  0.0523
H 2.925490 1.806727 -0.451595  -0.0215
O -2.153683 -1.158242 0.431611  -0.0405
H -2.471635 -1.132881 1.334109  0.0804
H -2.947392 -1.207254 -0.101166  0.0701
O -0.525724 -3.197424 2.110982  -0.0328
H -0.128362 -2.943974 1.277858  0.0094
H -1.467642 -3.185545 1.941074  0.0260
O 0.122592 0.543726 0.238058  0.0260
H 1.000827 0.199896 0.074611  0.0029
H -0.410668 -0.232234 0.410545  0.0108

Atoms 1-3, force components in eV/Å:
0.1 -0.4 0.5
0.5 -0.3 -0.7
-0.6 0.7 -0.2

As for the orbital gap (spin up / spin down): 0.407 / 0.100 Ha. The value obtained for the HOMO energy (spin up / spin down) is -14.655 / -13.827 eV. The expectation value of S² is 0.756. As for the multiplicity: 2. The net charge is +1.